Entry 1:
The following is a DFT calculation (ωB97M-V/def2-TZVPD) of the molecule C21H27N5O.

SMILES	C/C(=N\NC(=O)CN1CCN(Cc2ccc(C)cc2)CC1)c1ccncc1
strongest force on any atom	1.4	eV Å⁻¹
HOMO-LUMO gap	8.2	eV
HOMO level	-8.2	eV

Geometry (Å):
C -1.611 -1.009 2.662
C -1.281 -1.648 1.340
N -0.098 -1.928 0.940
N 0.985 -1.627 1.663
C 2.258 -1.981 1.308
O 3.176 -1.695 2.048
C 2.419 -2.741 -0.002
N 2.750 -1.937 -1.159
C 3.948 -1.138 -1.039
C 3.745 0.206 -0.308
N 2.359 0.635 -0.413
C 1.851 0.311 -1.733
H 0.892 0.807 -1.891
C 1.656 -1.210 -1.791
H 1.592 -1.528 -2.841
H 0.718 -1.468 -1.297
H 2.539 0.650 -2.527
C 2.216 2.030 -0.047
C 0.785 2.491 0.015
C -0.252 1.601 0.258
C -1.563 2.036 0.301
C -1.876 3.377 0.124
C -0.836 4.270 -0.101
C 0.474 3.833 -0.163
H 1.266 4.543 -0.356
H -1.056 5.319 -0.242
C -3.298 3.847 0.193
H -3.975 3.086 -0.188
H -3.433 4.760 -0.382
H -3.573 4.057 1.228
H -2.359 1.321 0.460
H -0.017 0.557 0.388
H 2.779 2.691 -0.734
H 2.664 2.144 0.949
H 3.990 0.109 0.752
H 4.430 0.954 -0.749
H 4.303 -0.950 -2.058
H 4.708 -1.724 -0.520
H 3.241 -3.450 0.145
H 1.503 -3.292 -0.217
H 0.906 -1.114 2.543
C -2.357 -1.964 0.396
C -2.146 -2.876 -0.642
C -3.175 -3.133 -1.529
N -4.364 -2.557 -1.458
C -4.566 -1.688 -0.484
C -3.612 -1.357 0.464
H -3.847 -0.629 1.224
H -5.548 -1.233 -0.461
H -3.047 -3.838 -2.340
H -1.193 -3.372 -0.733
H -0.967 -1.408 3.446
H -1.466 0.071 2.615
H -2.640 -1.214 2.941


Entry 2:
The following is a DFT calculation (ωB97M-V/def2-TZVPD) of the ion C3H8N3 with charge +1.

total charge	+1
strongest force on any atom	2.7	eV Å⁻¹
HOMO-LUMO gap (spin up / spin down)	9.5 / 9.1	eV
HOMO level (spin up / spin down)	-15.2 / -15.3	eV

Geometry (Å):
C -1.633 -0.260 -0.055
C -0.264 -0.231 -0.738
C 2.061 -0.048 0.070
N 0.297 0.879 1.239
N -1.753 0.961 0.615
N 0.669 0.252 0.296
H -2.405 -0.259 -0.841
H -1.772 -1.170 0.549
H 0.053 -1.191 -1.141
H -0.248 0.524 -1.531
H 2.239 -1.111 0.254
H 2.682 0.536 0.751
H 2.328 0.170 -0.965
H -2.254 0.948 1.497


Entry 3:
The following is a DFT calculation (ωB97M-V/def2-TZVPD) of a structure of composition C20H13FIrN3O6.

strongest force on any atom	0.9	eV Å⁻¹
HOMO-LUMO gap	7.0	eV
HOMO level	-8.7	eV

Geometry (Å):
Ir -0.601 -0.224 0.524
O -2.716 3.028 -0.450
C -2.234 1.998 -0.047
O -1.321 1.286 -0.663
C -2.734 1.396 1.270
C -3.692 1.926 2.109
C -3.928 1.286 3.325
C -3.194 0.165 3.696
C -2.251 -0.319 2.809
N -2.111 0.281 1.637
C -1.293 -1.503 2.988
O -1.306 -2.125 4.024
O -0.585 -1.770 1.923
H -4.207 2.830 1.817
H -4.669 1.687 4.003
H -3.315 -0.322 4.653
O 6.286 3.116 -0.147
C 6.080 1.982 -0.846
O 6.995 1.457 -1.414
C 4.704 1.380 -0.806
C 4.545 0.151 -1.440
C 3.313 -0.471 -1.455
C 2.225 0.142 -0.839
C 2.369 1.353 -0.180
C 3.610 1.967 -0.178
N 0.940 -0.471 -0.875
C 0.535 -0.995 -1.971
C -0.767 -1.641 -1.968
C -1.242 -2.423 -3.007
C -2.438 -3.099 -2.835
C -3.107 -2.985 -1.627
C -2.582 -2.171 -0.637
N -1.450 -1.493 -0.816
H 5.484 3.399 0.305
H 5.408 -0.306 -1.904
H 3.203 -1.447 -1.911
H 1.525 1.789 0.336
H 3.684 2.919 0.335
H 1.132 -0.971 -2.878
H -0.670 -2.507 -3.920
H -2.835 -3.719 -3.627
H -4.031 -3.514 -1.444
H -3.067 -2.041 0.320
F 0.307 0.980 1.810


Entry 4:
The following is a DFT calculation (ωB97M-V/def2-TZVPD) of a cluster of 3 separate species, C26H54BN4O7 in total.

total charge	+1
strongest force on any atom	1.9	eV Å⁻¹
HOMO-LUMO gap	6.2	eV
HOMO level	-10.3	eV

Geometry (Å):
C 4.071 -1.844 0.844
C 3.464 -0.425 0.723
O 2.581 -0.207 1.844
B 1.552 0.664 1.632
O 1.389 1.748 2.481
C 0.478 0.511 0.451
C -0.018 1.665 -0.131
C -0.984 1.616 -1.140
C -1.555 2.841 -1.781
C -1.454 0.360 -1.531
C -0.928 -0.764 -0.932
N 0.006 -0.687 0.029
C 0.464 -1.958 0.617
C -0.439 -2.405 1.781
N -1.697 -2.958 1.245
C -1.648 -4.415 1.038
C -1.462 -4.802 -0.436
C -2.791 -2.597 2.143
C -3.698 -1.486 1.646
O -2.944 -3.137 3.197
H 3.647 -2.527 0.109
H 3.814 -2.232 1.834
H 5.156 -1.830 0.786
H 4.290 0.282 0.782
H 2.944 -0.360 -0.237
H 2.006 2.443 2.217
H 0.336 2.634 0.190
H -1.013 3.751 -1.538
H -2.579 2.947 -1.410
H -1.641 2.731 -2.863
H -2.216 0.220 -2.283
H -1.282 -1.746 -1.209
H 0.358 -2.707 -0.166
H 1.511 -1.939 0.888
H -0.698 -1.536 2.391
H 0.103 -3.138 2.382
H -2.588 -4.859 1.366
H -0.867 -4.903 1.629
H -2.154 -4.230 -1.058
H -1.686 -5.858 -0.585
H -0.436 -4.658 -0.780
H -4.676 -1.880 1.379
H -3.254 -1.018 0.769
H -3.775 -0.738 2.435
C -1.201 2.689 -5.665
O -2.577 2.948 -5.478
C -2.928 4.330 -5.432
C -3.626 4.792 -6.695
N -2.717 4.843 -7.831
C -3.352 5.001 -9.140
C -4.395 3.984 -9.594
O -3.888 2.701 -9.908
C -3.628 1.860 -8.804
H -1.031 1.639 -5.425
H -0.876 2.849 -6.697
H -0.586 3.306 -5.000
H -2.051 4.948 -5.215
H -3.630 4.442 -4.601
H -4.026 5.795 -6.521
H -4.475 4.118 -6.865
H -2.149 4.008 -7.848
H -2.550 4.998 -9.882
H -3.807 5.996 -9.175
H -4.817 4.363 -10.528
H -5.235 3.901 -8.893
H -4.367 1.992 -8.008
H -2.622 2.022 -8.405
H -3.680 0.830 -9.157
C 5.369 -2.625 8.553
O 3.997 -2.325 8.717
C 3.685 -0.939 8.755
C 3.007 -0.475 7.480
N 3.925 -0.465 6.348
C 3.300 -0.323 5.036
C 2.238 -1.330 4.602
O 2.720 -2.630 4.308
C 2.972 -3.460 5.432
H 5.505 -3.676 8.800
H 5.707 -2.474 7.521
H 5.992 -2.026 9.222
H 4.574 -0.340 8.975
H 2.980 -0.801 9.578
H 2.627 0.540 7.634
H 2.145 -1.134 7.314
H 4.477 -1.311 6.355
H 4.104 -0.361 4.296
H 2.861 0.679 4.974
H 1.828 -0.970 3.662
H 1.396 -1.382 5.304
H 2.242 -3.297 6.227
H 3.982 -3.308 5.819
H 2.899 -4.495 5.099